{"formula": "C45H117N13O17", "method": "ωB97M-V with the def2-TZVPD basis set", "gap_ev": 8.91, "smiles": "COCCNCCOC.COCCNCCOC.COCCNCCOC.COCCNCCOC.COCCNCCOC.COCCNCCOC.COCCNCCOC.NC(N)=O.NC(N)=O.NC(N)=O", "relative_energy_ev": 0.000, "spin_multiplicity": 1, "species": ["C", "O", "C", "C", "N", "C", "C", "O", "C", "H", "H", "H", "H", "H", "H", "H", "H", "H", "H", "H", "H", "H", "H", "H", "C", "O", "C", "C", "N", "C", "C", "O", "C", "H", "H", "H", "H", "H", "H", "H", "H", "H", "H", "H", "H", "H", "H", "H", "C", "O", "C", "C", "N", "C", "C", "O", "C", "H", "H", "H", "H", "H", "H", "H", "H", "H", "H", "H", "H", "H", "H", "H", "C", "O", "C", "C", "N", "C", "C", "O", "C", "H", "H", "H", "H", "H", "H", "H", "H", "H", "H", "H", "H", "H", "H", "H", "C", "O", "C", "C", "N", "C", "C", "O", "C", "H", "H", "H", "H", "H", "H", "H", "H", "H", "H", "H", "H", "H", "H", "H", "C", "O", "C", "C", "N", "C", "C", "O", "C", "H", "H", "H", "H", "H", "H", "H", "H", "H", "H", "H", "H", "H", "H", "H", "C", "O", "C", "C", "N", "C", "C", "O", "C", "H", "H", "H", "H", "H", "H", "H", "H", "H", "H", "H", "H", "H", "H", "H", "N", "C", "N", "O", "H", "H", "H", "H", "N", "C", "N", "O", "H", "H", "H", "H", "N", "C", "N", "O", "H", "H", "H", "H"], "positions_angstrom": [[-0.667, -2.621, 0.017], [-1.931, -1.951, 0.102], [-2.377, -1.477, -1.150], [-2.790, -2.540, -2.154], [-3.862, -3.385, -1.624], [-4.452, -4.309, -2.600], [-5.341, -5.303, -1.909], [-4.556, -6.257, -1.223], [-5.318, -7.059, -0.357], [-0.319, -2.684, 1.043], [-0.007, -1.978, -0.582], [-0.736, -3.566, -0.527], [-1.593, -0.842, -1.605], [-3.124, -0.685, -1.030], [-1.929, -3.140, -2.463], [-3.193, -1.992, -3.008], [-3.452, -3.998, -0.919], [-3.673, -4.859, -3.144], [-5.054, -3.703, -3.281], [-5.921, -5.863, -2.659], [-6.068, -4.798, -1.261], [-5.972, -7.716, -0.941], [-5.948, -6.456, 0.311], [-4.677, -7.624, 0.316], [-4.321, 1.974, 1.515], [-2.950, 2.233, 1.785], [-2.052, 1.217, 1.418], [-0.657, 1.707, 1.791], [0.203, 0.538, 1.867], [1.599, 0.797, 2.208], [2.489, -0.145, 1.421], [2.068, -0.088, 0.054], [3.063, -0.409, -0.896], [-4.470, 1.504, 0.541], [-4.899, 2.898, 1.538], [-4.754, 1.305, 2.265], [-2.045, 0.961, 0.346], [-2.217, 0.241, 1.882], [-0.690, 2.322, 2.689], [-0.347, 2.402, 0.995], [0.232, 0.071, 0.967], [1.761, 0.709, 3.286], [1.954, 1.814, 1.993], [2.304, -1.190, 1.705], [3.548, 0.100, 1.511], [2.735, -0.179, -1.908], [3.220, -1.495, -0.842], [3.981, 0.130, -0.644], [-8.182, 3.352, -0.635], [-8.232, 4.731, -0.327], [-8.350, 4.998, 1.039], [-7.028, 4.732, 1.787], [-5.844, 5.256, 1.117], [-5.723, 6.706, 1.233], [-4.268, 7.181, 1.279], [-4.153, 8.579, 1.331], [-4.468, 9.099, 2.583], [-9.177, 2.889, -0.592], [-7.476, 2.805, -0.014], [-7.923, 3.285, -1.690], [-9.109, 4.380, 1.542], [-8.675, 6.026, 1.218], [-6.940, 3.650, 1.942], [-7.037, 5.099, 2.817], [-5.949, 5.065, 0.125], [-6.279, 7.124, 2.083], [-6.289, 7.236, 0.450], [-3.813, 6.733, 0.388], [-3.677, 6.709, 2.073], [-3.703, 8.877, 3.346], [-5.400, 8.748, 3.037], [-4.490, 10.189, 2.581], [-0.643, -1.503, -6.071], [-0.850, -2.293, -4.920], [0.336, -2.943, -4.458], [1.294, -2.073, -3.634], [2.231, -1.222, -4.381], [3.063, -1.833, -5.397], [4.033, -2.878, -4.881], [3.345, -4.074, -4.547], [4.156, -5.221, -4.496], [-1.590, -1.051, -6.359], [-0.341, -2.132, -6.919], [0.104, -0.726, -5.905], [0.778, -3.430, -5.326], [-0.016, -3.655, -3.705], [1.843, -2.669, -2.904], [0.758, -1.347, -3.011], [1.799, -0.395, -4.761], [3.678, -1.013, -5.779], [2.541, -2.266, -6.264], [4.512, -2.480, -3.976], [4.809, -3.098, -5.623], [5.117, -5.076, -3.999], [4.310, -5.565, -5.529], [3.617, -6.045, -4.031], [-6.101, 0.534, -2.017], [-5.613, 1.792, -1.555], [-4.365, 2.148, -2.108], [-4.052, 3.639, -1.909], [-2.688, 3.936, -2.276], [-1.693, 3.558, -1.300], [-0.291, 3.912, -1.745], [0.099, 3.027, -2.779], [0.864, 1.922, -2.376], [-5.240, -0.094, -2.262], [-6.862, 0.695, -2.779], [-6.527, 0.043, -1.141], [-4.344, 1.932, -3.184], [-3.584, 1.573, -1.591], [-4.198, 3.879, -0.850], [-4.788, 4.243, -2.445], [-2.466, 3.495, -3.163], [-1.701, 2.470, -1.106], [-1.906, 3.978, -0.311], [0.435, 3.890, -0.926], [-0.349, 4.928, -2.146], [0.301, 1.324, -1.644], [1.801, 2.232, -1.897], [1.095, 1.308, -3.243], [6.435, -3.032, -0.662], [7.679, -3.214, -1.279], [7.630, -3.741, -2.582], [8.990, -4.301, -2.929], [9.390, -5.376, -2.014], [10.729, -5.871, -2.321], [11.825, -5.147, -1.531], [11.616, -5.364, -0.168], [12.735, -5.027, 0.632], [5.740, -3.832, -0.960], [5.932, -2.137, -1.055], [6.498, -3.047, 0.421], [7.266, -2.974, -3.279], [6.914, -4.568, -2.690], [9.748, -3.505, -2.958], [8.900, -4.680, -3.953], [9.379, -4.888, -1.121], [10.914, -5.709, -3.385], [10.799, -6.936, -2.098], [11.831, -4.091, -1.835], [12.784, -5.599, -1.834], [13.383, -5.914, 0.668], [12.422, -4.896, 1.666], [13.295, -4.179, 0.242], [2.453, -1.444, 5.066], [3.793, -1.065, 4.817], [4.338, -0.178, 5.750], [3.982, 1.276, 5.464], [4.678, 1.736, 4.258], [4.489, 3.169, 4.050], [5.001, 3.514, 2.655], [4.190, 2.801, 1.736], [4.567, 3.019, 0.405], [2.377, -1.955, 6.031], [2.138, -2.136, 4.288], [1.827, -0.551, 5.035], [5.428, -0.239, 5.745], [4.065, -0.418, 6.788], [4.140, 1.915, 6.334], [2.895, 1.357, 5.290], [4.322, 1.214, 3.468], [5.114, 3.706, 4.761], [3.428, 3.449, 4.029], [6.066, 3.275, 2.560], [4.895, 4.588, 2.461], [5.562, 2.605, 0.194], [4.614, 4.074, 0.109], [3.856, 2.537, -0.267], [-4.272, -1.581, 1.820], [-5.553, -1.395, 1.389], [-5.877, -2.108, 0.267], [-6.394, -0.777, 2.040], [-3.633, -1.879, 1.096], [-3.903, -1.070, 2.606], [-6.851, -1.979, 0.055], [-5.183, -2.513, -0.361], [-2.330, -1.829, 5.640], [-1.972, -0.949, 4.645], [-0.773, -1.233, 4.051], [-2.650, 0.023, 4.340], [-3.238, -1.811, 6.065], [-1.813, -2.679, 5.760], [-0.485, -0.706, 3.222], [-0.344, -2.097, 4.322], [-3.939, 5.019, 3.897], [-3.274, 4.326, 4.878], [-2.647, 3.185, 4.472], [-3.260, 4.739, 6.038], [-4.598, 5.718, 4.177], [-4.027, 4.623, 2.976], [-2.818, 2.859, 3.520], [-2.534, 2.464, 5.163]]}